96
Properties=species:S:1:pos:R:3:mulliken_charge:R:1 method="wB97M-V/def2-TZVPD" spin_multiplicity=5 gap_ev="5.198 / 7.137" homo_ev="-5.542 / -7.587" de_lowest_kj_mol=115.2
Cr 0.0147 -2.5396 1.2534 0.3588
Cl -2.2321 -2.6178 2.1522 -0.1965
C -2.1101 -1.6480 3.6361 1.1238
C -3.0487 -1.9076 4.6088 -0.8536
C -3.0098 -1.1487 5.7696 -0.4431
C -2.0463 -0.1617 5.9033 -0.8067
C -1.1239 0.0568 4.8937 0.1441
Cl 0.0143 1.3502 5.1033 -0.1702
C -1.0980 -0.6927 3.7158 -0.4373
S 0.0516 -0.4029 2.4276 -0.3481
H -3.7925 -2.6739 4.4571 0.4910
H -3.7271 -1.3220 6.5568 0.3887
H -2.0027 0.4524 6.7895 0.4377
O 0.1411 -4.6276 1.6103 -0.7953
C -0.1763 -4.2964 0.4373 0.8035
C -0.3845 -4.7663 -0.8471 -0.6465
C -0.3785 -6.1280 -1.2861 -0.9374
C -0.6550 -6.4211 -2.5920 -0.4636
C -0.9609 -5.4127 -3.5309 -0.9124
C -0.9508 -4.0845 -3.1268 -0.4223
C -0.6345 -3.7388 -1.8259 0.5169
P -0.6071 -2.0566 -1.1265 1.7983
C -2.1638 -1.3554 -1.7627 1.3165
C -2.2074 -0.2626 -2.6206 -0.8110
C -3.4283 0.2345 -3.0654 -0.3282
C -4.6099 -0.3597 -2.6533 -0.7347
C -4.5704 -1.4582 -1.8040 -0.6901
C -3.3579 -1.9527 -1.3627 -0.7697
C 0.6973 -1.0807 -1.9557 1.2241
C 1.4092 -0.1742 -1.1752 -1.0039
C 2.4465 0.5717 -1.7181 -0.5725
C 2.7774 0.4171 -3.0557 -0.8680
C 2.0602 -0.4707 -3.8496 -0.7243
C 1.0276 -1.2147 -3.3030 -0.4753
H -0.1712 -6.9128 -0.5716 0.5476
H -0.6559 -7.4546 -2.9115 0.3994
H -1.2122 -5.6732 -4.5473 0.4473
H -1.2290 -3.3175 -3.8400 0.3306
H -1.2888 0.2099 -2.9470 0.3605
H -3.4501 1.0845 -3.7356 0.3980
H -5.5592 0.0261 -2.9957 0.4040
H -5.4895 -1.9246 -1.4790 0.4260
H -3.3406 -2.8116 -0.7022 0.4204
H 1.1353 -0.0309 -0.1335 0.2593
H 2.9877 1.2682 -1.0940 0.5018
H 3.5905 0.9879 -3.4822 0.4414
H 2.3055 -0.5819 -4.8966 0.4477
H 0.4875 -1.9121 -3.9294 0.3207
O 7.3941 -0.8050 4.3241 -0.5545
C 7.2944 -0.1926 3.0678 -0.4749
N 6.4849 -0.9462 2.1326 -0.1637
C 5.1355 -0.9322 2.3044 0.2639
O 4.6024 -0.2800 3.1833 -0.6775
C 4.3095 -1.7534 1.3503 0.4184
C 4.8013 -2.3633 0.2043 -0.2393
C 3.9378 -3.0881 -0.6004 -1.2828
C 2.6047 -3.1549 -0.2403 -0.1538
N 2.1174 -2.5449 0.8532 0.5993
C 2.9557 -1.8651 1.6381 -0.5862
H 6.5353 -0.7012 4.7551 0.3638
H 8.3044 -0.1144 2.6684 0.3532
H 6.8529 0.8040 3.1550 0.3380
H 6.9158 -1.6783 1.5966 0.2347
H 5.8401 -2.2699 -0.0841 0.3723
H 4.2737 -3.5830 -1.4991 0.5239
H 1.8931 -3.7060 -0.8402 0.1400
H 2.5353 -1.3803 2.5118 0.6108
C 0.4638 3.7616 -2.9700 -1.3423
C -0.8441 3.3839 -2.2931 -0.1954
C -0.5944 2.6553 -0.9835 0.6417
N -1.8553 2.2168 -0.4058 0.6514
C -2.1306 1.9579 0.8797 -0.6502
S -3.2903 0.8812 1.3377 -0.2683
N -1.3365 2.6232 1.8195 0.5493
C -1.0802 3.9734 1.9415 0.1186
O -0.2802 4.3708 2.7579 -0.6463
C -1.8596 4.9246 1.0858 0.6229
C -3.2230 4.7691 0.8696 0.0691
C -3.9108 5.7080 0.1158 -0.8347
C -3.2358 6.7893 -0.4322 -0.3754
C -1.8752 6.9490 -0.2065 -0.6786
C -1.1899 6.0256 0.5655 -0.4639
H 0.2913 4.2498 -3.9272 0.4438
H 1.0801 2.8801 -3.1517 0.1831
H 1.0389 4.4478 -2.3489 0.3340
H -1.4357 2.7464 -2.9566 0.1251
H -1.4439 4.2745 -2.0885 0.2669
H -0.0772 3.3198 -0.2962 0.7397
H 0.0556 1.7849 -1.1429 -1.1575
H -2.4941 1.7502 -1.0408 -0.0516
H -1.0500 2.0647 2.6183 -0.2188
H -3.7492 3.9280 1.2993 0.4669
H -4.9734 5.5930 -0.0444 0.4315
H -3.7728 7.5150 -1.0270 0.4033
H -1.3529 7.8000 -0.6209 0.3937
H -0.1365 6.1467 0.7765 0.4591